{
  "formula": "C3H6IN2",
  "method": "the ωB97M-V functional and the def2-TZVPD basis",
  "species": ["C", "C", "C", "N", "N", "I", "H", "H", "H", "H", "H", "H"],
  "xyz": [[-2.181378, -0.080247, 0.340226], [0.234455, 0.791530, -0.316596], [0.157618, -0.684248, 0.163914], [-0.620889, 1.419077, 0.573983], [-1.262503, -1.001945, 0.251392], [-4.123321, 0.133323, -0.032599], [1.238948, 1.291205, -0.104062], [-0.128367, 0.654732, -1.433859], [0.757818, -1.335781, -0.447615], [0.459833, -0.901907, 1.153311], [-0.992708, 2.367786, 0.273926], [-1.392916, -1.969502, 0.397864]],
  "forces_ev_per_a": [[4.98, 1.49, -0.49], [0.26, -2.04, -1.32], [1.01, 1.32, 0.01], [-4.19, 0.60, 0.34], [-1.95, 1.76, -0.38], [-0.11, -0.24, 0.42], [-0.88, -0.96, -0.80], [1.15, 1.19, 1.74], [-0.49, -0.55, -0.69], [0.99, 0.46, 1.30], [0.21, -1.61, 0.07], [-0.99, -1.42, -0.20]],
  "charge": 1,
  "e_above_lowest_ev": 4.2319,
  "orbital_gap_ev": [8.558, 8.557]
}

***

{
  "formula": "C7H11NO",
  "method": "the ωB97M-V functional and the def2-TZVPD basis",
  "species": ["C", "C", "C", "C", "N", "C", "C", "C", "O", "H", "H", "H", "H", "H", "H", "H", "H", "H", "H", "H"],
  "xyz": [[0.960969, -0.660660, -0.743535], [1.654506, 1.577157, -0.111698], [0.215142, -1.570431, -1.653246], [-0.750918, -0.083646, 2.074145], [0.658266, 0.639391, -0.606752], [-1.591297, -0.378379, 0.846701], [-0.567213, 1.116172, -0.817539], [-1.672854, 0.704933, -0.203669], [-2.419023, -1.277059, 0.837901], [2.006565, -0.896847, -0.594188], [2.276948, 1.933456, -0.932597], [2.290612, 1.093631, 0.632015], [1.150226, 2.424115, 0.356164], [-0.096962, -1.099421, -2.589286], [-0.689753, -1.929349, -1.163957], [0.830478, -2.437857, -1.896035], [-0.554934, 0.977903, 2.224117], [0.205545, -0.596110, 1.964195], [-1.251868, -0.482749, 2.955733], [-2.654435, 0.945751, -0.578468]],
  "forces_ev_per_a": [[1.07, 1.07, -1.16], [0.45, 0.39, 0.41], [-0.56, -0.46, 0.61], [0.40, -0.54, 0.00], [-0.14, -1.97, 1.27], [-2.11, 1.07, 0.87], [-0.99, 1.03, -1.06], [1.18, -0.88, -0.40], [1.06, 0.20, -0.15], [0.14, 0.18, 0.06], [-0.12, 0.00, 0.00], [-0.12, -0.10, -0.12], [0.02, -0.13, -0.15], [0.06, 0.33, 0.08], [-0.17, -0.18, -0.23], [-0.01, 0.08, 0.09], [-0.08, -0.03, -0.22], [0.12, -0.02, 0.14], [-0.01, -0.08, -0.09], [-0.17, 0.05, 0.04]],
  "e_above_lowest_ev": 4.1418,
  "orbital_gap_ev": [7.502, 7.704]
}

***

{
  "formula": "C21H56N4NiO11S",
  "method": "the ωB97M-V functional and the def2-TZVPD basis",
  "species": ["N", "H", "H", "H", "H", "Ni", "S", "O", "O", "O", "O", "C", "C", "C", "O", "H", "H", "H", "H", "H", "H", "H", "C", "O", "C", "C", "N", "C", "C", "O", "C", "H", "H", "H", "H", "H", "H", "H", "H", "H", "H", "H", "H", "H", "H", "H", "C", "O", "C", "C", "N", "C", "C", "O", "C", "H", "H", "H", "H", "H", "H", "H", "H", "H", "H", "H", "H", "H", "H", "H", "C", "O", "C", "C", "N", "C", "C", "O", "C", "H", "H", "H", "H", "H", "H", "H", "H", "H", "H", "H", "H", "H", "H", "H"],
  "xyz": [[1.023763, 11.461406, -31.448140], [0.585794, 11.474723, -32.416689], [1.822271, 12.121660, -31.513841], [1.402430, 10.505908, -31.212324], [0.311527, 11.841703, -30.834267], [1.860345, 15.039765, -32.048291], [0.568542, 13.311729, -34.509478], [1.255869, 13.080050, -35.773647], [-0.666737, 14.090274, -34.615382], [0.290323, 12.002130, -33.866470], [1.573369, 13.996759, -33.611024], [5.257167, 13.269965, -30.245603], [3.755813, 13.015394, -30.093930], [3.271698, 13.126696, -28.642692], [2.909750, 13.632545, -31.019942], [5.818330, 12.635713, -29.564592], [5.392135, 14.317040, -29.934554], [5.560487, 13.245761, -31.289431], [3.627068, 11.943983, -30.342035], [2.235236, 12.779454, -28.618930], [3.395240, 14.147437, -28.282957], [3.760545, 12.333987, -28.068610], [-5.219618, 12.754818, -28.466232], [-4.034609, 12.858396, -27.696531], [-4.259478, 12.907445, -26.308372], [-2.978213, 12.493443, -25.576217], [-1.828366, 13.323349, -25.751380], [-0.599098, 12.745042, -25.216996], [0.387895, 13.913314, -24.995404], [1.530721, 13.525869, -24.268911], [2.615211, 13.069420, -25.043694], [-5.799436, 11.892539, -28.117134], [-4.932163, 12.596835, -29.501469], [-5.816569, 13.662563, -28.337508], [-5.175805, 12.361344, -26.049197], [-4.569875, 13.894677, -25.922156], [-2.753974, 11.479931, -25.918409], [-3.304378, 12.452049, -24.524064], [-1.908688, 14.308815, -25.910772], [-0.240624, 12.018716, -25.946584], [-0.779316, 12.372844, -24.206041], [-0.184209, 14.569111, -24.342779], [0.689392, 14.317154, -25.965283], [2.941390, 13.911327, -25.668065], [2.292571, 12.192017, -25.608043], [3.452683, 12.846876, -24.384497], [6.885796, 17.825049, -32.962260], [5.842289, 17.503122, -33.871319], [5.643383, 16.089960, -33.972961], [4.670549, 15.485889, -32.956747], [3.393112, 16.203875, -32.808534], [3.414277, 17.491509, -32.073949], [3.113737, 17.151073, -30.626291], [1.824654, 16.493653, -30.580417], [1.350760, 16.202199, -29.252385], [6.737937, 17.445100, -31.945471], [6.893611, 18.908750, -32.841480], [7.833220, 17.483691, -33.381174], [6.609894, 15.591244, -33.853540], [5.295371, 15.999865, -35.003697], [5.149000, 15.370410, -31.983193], [4.476685, 14.464986, -33.288928], [3.102844, 16.362486, -33.772754], [2.670243, 18.129343, -32.544559], [4.403963, 17.948146, -32.066443], [2.985506, 18.066889, -30.047944], [3.821093, 16.399437, -30.265227], [1.765090, 16.855726, -28.481976], [1.728701, 15.215461, -28.973302], [0.275399, 16.317331, -29.347403], [1.815529, 8.912869, -28.034938], [2.619069, 7.903159, -28.621665], [3.587777, 8.271831, -29.578667], [3.117380, 8.018236, -31.004884], [1.838526, 8.772489, -31.209523], [1.178576, 8.310094, -32.495754], [0.719948, 6.847851, -32.497383], [1.431852, 6.101628, -33.456025], [1.494473, 4.719237, -33.251793], [0.797767, 8.519398, -28.089331], [1.749913, 9.877807, -28.548780], [2.171537, 9.127495, -27.028152], [4.465268, 7.627660, -29.442498], [3.960453, 9.287151, -29.403189], [2.857773, 6.951193, -31.002953], [3.878345, 8.181481, -31.765613], [1.339339, 8.280086, -30.466707], [1.993421, 8.541772, -33.181523], [0.338466, 8.980535, -32.663812], [-0.326173, 6.948040, -32.802485], [0.725704, 6.402874, -31.498927], [1.564720, 4.196229, -34.210032], [0.564023, 4.351300, -32.808548], [2.377148, 4.360025, -32.713093]],
  "forces_ev_per_a": [[0.37, -0.20, -0.17], [0.19, 0.48, -0.77], [-0.19, 0.40, 0.20], [-0.38, 0.27, 0.16], [0.25, -0.19, 0.35], [1.15, -1.40, -0.01], [-1.36, -1.25, -2.16], [-0.15, 0.47, 0.34], [0.80, 0.15, 0.44], [-0.27, -0.63, 0.69], [1.02, 1.55, 1.61], [-0.99, 1.54, 0.29], [-0.83, -1.34, -0.67], [0.03, -0.79, -0.85], [-0.31, 0.99, -0.13], [0.21, -0.13, -0.25], [0.38, -0.04, 0.12], [0.14, -0.55, 0.06], [0.26, -0.28, 0.27], [-0.24, 0.60, -0.02], [0.03, -0.18, 0.47], [0.49, 0.59, 0.40], [0.19, 0.00, 0.65], [0.04, 0.06, -0.13], [0.18, 0.80, 0.06], [-1.52, -0.13, 0.11], [0.29, -0.79, -0.42], [-0.32, 1.85, -0.29], [-0.10, -1.39, 0.03], [0.01, 0.08, 0.77], [-0.40, 0.64, 0.02], [-0.12, 0.02, -0.11], [-0.03, 0.16, -0.03], [-0.14, -0.02, -0.28], [0.52, -0.89, 0.16], [0.38, 0.46, -0.56], [0.19, -0.07, 0.16], [0.25, -0.29, 0.17], [-0.12, 0.08, 0.25], [0.26, -0.43, 0.41], [0.08, -0.68, -0.14], [0.30, 0.66, -0.27], [-0.18, 0.54, 0.04], [0.05, -0.39, -0.45], [0.45, -0.01, -0.30], [-0.21, -0.25, 0.11], [-0.31, 0.52, -0.18], [0.17, -0.21, 0.82], [-0.11, 0.78, -0.25], [0.62, -0.09, 0.18], [-0.10, 0.02, -1.03], [0.43, -1.01, 0.48], [-1.16, -0.08, -0.39], [0.06, 0.44, -0.11], [0.47, -0.33, -0.29], [-0.05, -0.44, -0.10], [0.12, 0.03, -0.29], [0.17, 0.00, 0.24], [-0.05, -0.21, -0.21], [-0.15, -0.55, 0.12], [-0.12, 0.25, 0.06], [-0.31, 0.01, 0.03], [-0.28, 0.13, 0.12], [0.02, 0.25, 0.29], [-0.15, 0.18, -0.40], [0.59, -0.15, 0.31], [0.36, 0.50, 0.31], [-0.12, 0.53, -0.38], [-0.65, -0.15, -0.16], [-0.06, -0.37, 0.51], [-0.30, 0.00, -0.28], [0.03, 0.06, -0.35], [1.19, 0.08, -0.21], [-1.03, 0.07, 0.69], [0.23, -1.74, -0.12], [1.38, 0.74, 1.38], [-0.52, 0.81, -0.70], [0.63, 0.25, 0.01], [-0.48, -0.88, -0.43], [-0.03, 0.08, 0.68], [0.54, -0.14, -0.43], [-0.28, -0.18, 0.21], [-0.14, -0.03, 0.25], [-0.32, 0.16, -0.15], [0.27, -0.07, -0.34], [-0.04, 0.37, 0.03], [-0.65, 0.72, 0.07], [-0.59, -0.40, -0.81], [0.03, -0.02, -0.24], [-0.21, -0.66, -0.02], [0.28, -0.06, 0.08], [-0.06, 0.41, -0.19], [0.16, -0.07, 0.31], [-0.10, 0.42, 0.49]],
  "orbital_gap_ev": [7.363, 7.108],
  "multiplicity": 3
}

***

{
  "formula": "C3H5NO",
  "method": "the ωB97M-V functional and the def2-TZVPD basis",
  "species": ["O", "C", "N", "C", "C", "H", "H", "H", "H", "H"],
  "xyz": [[1.906336, -1.111891, 0.271292], [1.286226, 0.073985, 0.295262], [0.049611, 0.129241, 0.009830], [-1.220069, 0.800430, -0.030801], [-1.079433, -0.700557, -0.203073], [1.888526, 0.927757, 0.582679], [-1.580441, 1.184445, 0.924539], [-1.324282, 1.499588, -0.863769], [-1.121198, -1.020108, -1.249954], [1.194723, -1.782890, 0.263997]],
  "forces_ev_per_a": [[-0.18, -0.04, 0.01], [-0.28, 0.14, -0.05], [0.43, -0.08, 0.15], [-0.05, 0.39, 0.08], [-0.05, -0.10, -0.13], [-0.14, -0.08, -0.04], [0.04, -0.07, -0.16], [0.04, -0.16, 0.09], [0.00, 0.01, 0.12], [0.18, 0.00, -0.07]],
  "e_above_lowest_ev": 3.9776,
  "orbital_gap_ev": 8.313
}

***

{
  "formula": "C5H11Br2P",
  "method": "the ωB97M-V functional and the def2-TZVPD basis",
  "species": ["C", "C", "C", "C", "C", "P", "Br", "Br", "H", "H", "H", "H", "H", "H", "H", "H", "H", "H", "H"],
  "xyz": [[2.479832, 0.000251, -1.576793], [1.961451, 0.364243, -0.180416], [0.389206, 0.115440, -0.332119], [-0.466780, 0.091000, 0.980068], [-1.905905, -0.092492, 0.656393], [-3.183259, -0.067072, 1.950740], [-2.082058, -1.752723, -0.516743], [-2.662752, 1.459304, -0.626904], [1.809235, 0.200026, -2.301843], [2.691116, -1.109770, -1.729685], [3.410242, 0.613588, -1.835193], [2.513689, -0.343181, 0.513879], [2.325240, 1.363408, -0.068013], [0.227266, -0.723753, -1.052448], [0.031864, 1.065834, -0.791754], [-0.198383, 1.079514, 1.424713], [-0.194832, -0.577269, 1.820140], [-4.434713, -0.305949, 1.216960], [-2.710451, -1.380397, 2.449016]],
  "forces_ev_per_a": [[3.95, -1.21, 1.17], [-0.35, -2.71, -0.92], [1.15, 1.10, 0.90], [1.53, 0.92, -0.13], [-1.59, 0.28, -2.43], [0.08, -0.42, 1.02], [-0.15, 0.53, 0.66], [0.75, -0.98, 1.02], [-2.43, 1.04, -2.43], [0.00, 1.34, 0.48], [-0.99, -1.11, 0.33], [-1.00, 1.03, -0.28], [-0.54, 0.79, 0.89], [0.09, 0.67, 0.98], [0.16, -0.87, -0.21], [-0.97, -0.36, -0.17], [0.03, -0.41, -0.82], [1.32, -0.45, 0.36], [-1.03, 0.80, -0.42]],
  "e_above_lowest_ev": 1.4822,
  "orbital_gap_ev": 9.265
}

***

{
  "formula": "C6H5NO",
  "method": "the ωB97M-V functional and the def2-TZVPD basis",
  "species": ["C", "C", "C", "C", "C", "C", "H", "H", "H", "H", "H", "N", "O"],
  "xyz": [[0.339475, 1.858943, 1.252240], [0.363932, 0.836164, 0.282909], [0.001744, 1.036425, -1.089335], [-0.786968, -1.043347, -1.330507], [-0.250927, -1.486180, -0.187603], [0.279471, -0.572200, 0.761759], [0.268153, 2.974431, 0.939793], [0.642627, 1.781601, 2.321876], [0.202573, 2.108825, -1.365065], [-1.044583, -1.778449, -2.045349], [-0.133242, -2.573803, -0.137327], [-0.637181, 0.252123, -1.851687], [0.605547, -1.007038, 1.888887]],
  "forces_ev_per_a": [[1.45, 0.51, -2.34], [-0.68, 1.02, 4.06], [-0.20, 3.35, -0.05], [1.47, 0.08, -0.32], [-0.66, -1.04, -1.56], [1.19, -1.31, 3.04], [-0.10, -2.10, 0.21], [-0.74, -0.73, -0.98], [-0.32, -1.09, -0.52], [-0.86, -0.45, -0.73], [-0.23, 0.51, 0.83], [-0.12, -0.29, 0.00], [-0.20, 1.54, -1.63]],
  "smiles": "C=C1C=NC=CC1=O",
  "e_above_lowest_ev": 1.1076,
  "orbital_gap_ev": 8.042
}